(1)
Here is C14H9AuF5I2O4SSc as an isolated structure at a distorted geometry from the Open Molecules 2025 dataset. Energies are from the ωB97M-V functional and the def2-TZVPD basis.

Each line ends with the Mulliken charge.
Geometry (Å):
I  0.837  4.143  -0.677  0.549
I  -0.365  3.058  -2.915  0.408
Sc  -1.073  -0.289  -0.894  0.285
Au  0.441  0.301  1.540  0.889
S  1.221  0.414  -0.778  -0.016
C  1.954  -0.278  2.476  0.134
C  -0.469  0.519  3.313  0.294
C  2.663  -0.721  -1.066  0.947
C  2.724  -0.830  -2.589  -1.305
C  2.574  -2.080  -0.394  -1.161
C  3.812  0.127  -0.514  -1.233
C  -2.932  -1.645  -1.132  0.465
C  -0.356  -2.387  -2.090  0.166
O  -0.912  0.680  4.364  -0.094
O  2.880  -0.628  3.026  -0.064
O  -4.000  -2.045  -1.323  -0.009
O  -0.083  -3.301  -2.710  -0.002
H  3.655  -1.342  -2.851  0.470
H  2.714  0.174  -3.033  0.417
H  1.870  -1.395  -2.983  0.301
H  3.507  -2.610  -0.643  0.460
H  1.729  -2.667  -0.773  0.237
H  2.500  -1.997  0.692  0.255
H  4.751  -0.373  -0.764  0.482
H  3.743  0.248  0.570  0.271
H  3.792  1.121  -0.980  0.381
F  -1.222  2.869  2.132  -0.257
C  -2.063  1.868  1.675  -0.251
C  -1.961  1.324  0.400  1.246
C  -3.105  0.907  -0.267  -0.539
F  -3.149  1.050  -1.685  -0.325
C  -4.278  0.678  0.456  0.451
F  -5.366  0.176  -0.183  -0.215
C  -4.266  0.878  1.837  0.137
F  -5.267  0.400  2.623  -0.165
C  -3.219  1.615  2.424  0.619
F  -3.281  2.042  3.714  -0.230

Largest force on an atom   0.1471 Eh/bohr
2S+1   3
Molecular weight   864.010 Da
LUMO energy (spin up / spin down)   -0.5720 / -0.6316 hartree
Total charge   +4

***

(2)
Here is an isolated ion of composition C5H12N6 and charge +2 at a distorted geometry from the Open Molecules 2025 dataset. Energies are from the ωB97M-V functional and the def2-TZVPD basis.

Each line ends with the Mulliken charge.
Geometry (Å):
C  0.725  0.479  -1.383  0.066
C  -0.669  1.445  0.829  0.200
C  0.309  0.373  0.352  1.065
C  1.115  -1.953  0.205  -1.414
C  -0.042  -1.072  0.442  -0.548
N  1.568  0.864  0.758  -0.126
N  2.403  1.103  -0.041  -0.540
N  1.978  0.772  -1.437  0.165
N  -0.199  0.195  -2.337  -0.265
N  -1.935  1.457  0.535  -0.321
N  -0.177  2.167  1.882  -0.244
H  1.640  -1.853  -0.736  0.352
H  0.805  -2.997  0.225  0.422
H  1.919  -1.928  0.962  0.387
H  -0.368  -1.166  1.484  0.430
H  -0.853  -1.247  -0.096  0.633
H  2.664  0.911  -2.140  0.213
H  -1.030  -0.230  -2.129  0.184
H  -0.053  0.417  -3.385  0.322
H  -2.513  0.722  0.032  0.276
H  -2.460  2.285  0.893  0.292
H  0.793  2.006  2.044  0.234
H  -0.625  2.857  2.473  0.216

Largest force on an atom   0.1121 Eh/bohr
Molecular weight   156.193 Da
Structure (SMILES)   CC[C@@]1(C(N)=[NH2+])N=NNC1=[NH2+]
LUMO energy   -0.3137 hartree
Total charge   +2

***

(3)
Here is C33H48B2CoN16O as an isolated structure from the Open Molecules 2025 dataset. Energies are from the ωB97M-V functional and the def2-TZVPD basis.

Each line ends with the Mulliken charge.
Geometry (Å):
Co  -0.483  0.716  0.242  -1.580
C  0.000  -2.167  -2.538  -1.303
C  -1.279  -1.905  -1.830  0.798
C  -2.442  -2.644  -2.063  -1.723
C  -3.434  -2.030  -1.335  0.922
C  -4.886  -2.354  -1.231  -1.337
N  -2.873  -1.007  -0.683  0.269
N  -1.529  -0.905  -0.962  0.361
B  -3.506  0.123  0.104  -1.358
N  -2.932  0.036  1.518  0.384
N  -1.648  0.368  1.751  1.852
C  -1.444  0.314  3.077  0.528
C  -0.173  0.596  3.810  -1.251
C  -2.631  -0.099  3.685  -1.590
C  -3.550  -0.272  2.668  0.996
C  -4.973  -0.711  2.743  -1.450
N  -3.089  1.443  -0.578  0.463
N  -1.796  1.830  -0.616  1.133
C  -1.731  3.005  -1.253  0.604
C  -0.496  3.814  -1.486  -1.089
C  -3.015  3.347  -1.677  -1.705
C  -3.847  2.328  -1.249  1.130
C  -5.315  2.167  -1.447  -1.555
H  -0.171  -2.077  -3.612  0.263
H  0.791  -1.502  -2.236  -0.027
H  0.333  -3.189  -2.354  0.411
H  -2.542  -3.494  -2.715  0.586
H  -5.106  -3.234  -1.830  0.427
H  -5.175  -2.562  -0.201  0.191
H  -5.505  -1.532  -1.590  0.205
H  -4.695  0.091  0.169  -0.063
H  0.523  1.218  3.261  -0.134
H  -0.411  1.092  4.751  0.483
H  0.338  -0.338  4.052  0.209
H  -2.794  -0.251  4.739  0.544
H  -5.218  -0.965  3.771  0.447
H  -5.650  0.075  2.410  0.249
H  -5.150  -1.588  2.121  0.186
H  0.201  3.774  -0.653  0.001
H  0.034  3.481  -2.379  0.116
H  -0.785  4.852  -1.641  0.542
H  -3.299  4.225  -2.231  0.574
H  -5.700  3.023  -1.996  0.458
H  -5.538  1.265  -2.017  0.235
H  -5.843  2.100  -0.496  0.264
C  -1.974  3.366  2.100  -1.246
C  -0.507  3.260  1.847  0.407
C  0.470  4.152  2.294  -1.832
C  1.679  3.618  1.900  0.071
N  1.435  2.476  1.249  0.627
N  0.110  2.248  1.216  0.712
B  2.430  1.442  0.656  -0.020
N  2.087  1.324  -0.844  0.422
C  2.873  1.282  -1.926  -0.193
C  2.081  1.084  -3.033  -2.004
C  0.776  0.990  -2.543  0.387
C  -0.455  0.911  -3.386  -1.330
N  0.801  1.103  -1.207  1.520
N  2.101  0.098  1.317  0.970
C  2.851  -0.823  1.938  -0.183
C  2.066  -1.928  2.172  -1.876
C  0.811  -1.620  1.639  0.296
C  -0.394  -2.495  1.659  -1.445
N  0.851  -0.388  1.127  1.653
N  3.833  1.932  0.886  0.104
C  4.475  2.945  0.240  -0.372
C  5.546  3.319  1.002  -1.345
C  5.483  2.489  2.145  0.588
C  6.396  2.472  3.326  -1.346
N  4.444  1.677  2.075  -1.189
H  -2.265  4.415  2.092  0.491
H  -2.212  2.961  3.085  0.241
H  -2.569  2.834  1.367  -0.044
H  0.303  5.062  2.843  0.575
H  2.689  3.961  2.049  0.585
H  3.937  1.411  -1.840  0.774
H  2.386  1.040  -4.063  0.570
H  -0.271  0.263  -4.239  0.479
H  -0.694  1.903  -3.775  0.240
H  -1.314  0.546  -2.838  0.051
H  3.872  -0.601  2.188  0.662
H  2.350  -2.843  2.660  0.598
H  -0.960  -2.355  2.583  0.068
H  -0.079  -3.538  1.620  0.582
H  -1.050  -2.296  0.819  0.017
H  4.117  3.333  -0.699  0.644
H  6.281  4.071  0.773  0.451
H  7.430  2.622  3.019  0.365
H  6.318  1.522  3.850  0.356
H  6.139  3.268  4.026  0.251
C  4.160  -4.949  -0.287  -1.078
N  3.083  -3.985  -0.371  -0.084
C  3.224  -2.675  -0.723  0.104
N  4.505  -2.225  -0.861  -0.359
O  2.256  -1.946  -0.904  -0.198
H  3.756  -5.892  0.072  0.334
H  4.913  -4.629  0.436  0.327
H  4.643  -5.128  -1.251  0.338
H  2.138  -4.317  -0.445  0.263
H  5.313  -2.786  -0.671  0.163
H  4.623  -1.248  -1.053  0.190

Largest force on an atom   0.0151 Eh/bohr
Molecular weight   765.415 Da
LUMO energy   -0.0937 hartree
Total charge   +1

***

Question: Number 1 is which compound?
Answer: C14H9AuF5I2O4SSc

***

What did the second record say?
Here is an isolated ion of composition C5H12N6 and charge +2 at a distorted geometry from the Open Molecules 2025 dataset. Energies are from the ωB97M-V functional and the def2-TZVPD basis.

Each line ends with the Mulliken charge.
Geometry (Å):
C  0.725  0.479  -1.383  0.066
C  -0.669  1.445  0.829  0.200
C  0.309  0.373  0.352  1.065
C  1.115  -1.953  0.205  -1.414
C  -0.042  -1.072  0.442  -0.548
N  1.568  0.864  0.758  -0.126
N  2.403  1.103  -0.041  -0.540
N  1.978  0.772  -1.437  0.165
N  -0.199  0.195  -2.337  -0.265
N  -1.935  1.457  0.535  -0.321
N  -0.177  2.167  1.882  -0.244
H  1.640  -1.853  -0.736  0.352
H  0.805  -2.997  0.225  0.422
H  1.919  -1.928  0.962  0.387
H  -0.368  -1.166  1.484  0.430
H  -0.853  -1.247  -0.096  0.633
H  2.664  0.911  -2.140  0.213
H  -1.030  -0.230  -2.129  0.184
H  -0.053  0.417  -3.385  0.322
H  -2.513  0.722  0.032  0.276
H  -2.460  2.285  0.893  0.292
H  0.793  2.006  2.044  0.234
H  -0.625  2.857  2.473  0.216

Largest force on an atom   0.1121 Eh/bohr
Molecular weight   156.193 Da
Structure (SMILES)   CC[C@@]1(C(N)=[NH2+])N=NNC1=[NH2+]
LUMO energy   -0.3137 hartree
Total charge   +2

***

Question: Among the records above, which one has the lowest total charge?
Answer: C33H48B2CoN16O